64
Properties=species:S:1:pos:R:3:forces:R:3 method="wB97M-V/def2-TZVPD" gap_ev="5.0349 / 5.4783" charge=+2 s_squared=8.760 e_tot_ha=-5184.206015 multiplicity=6 e_homo_ev="-11.32 / -11.33"
Sm -0.479205 1.182716 -0.703318 2.113 -0.209 -0.467
C -4.852226 4.620278 1.143367 -0.208 -0.481 -0.027
N -4.031186 3.945651 0.124922 1.833 -1.404 -0.924
C -4.119450 3.951613 -1.265307 -0.613 0.211 0.590
C -3.145889 3.136326 -1.772592 -0.079 0.061 0.674
N -2.425724 2.600813 -0.741473 -1.243 1.108 1.624
C -2.974204 3.105140 0.420067 0.349 -0.078 -1.405
P -2.317453 2.849641 2.121001 -0.212 0.481 0.312
C -0.556836 3.286424 1.888741 1.066 -0.229 -0.867
N 0.101847 3.062183 0.702961 -0.456 1.141 2.090
C 1.354103 3.606104 0.868141 -0.141 -0.458 0.582
C 1.492058 4.039008 2.160625 -0.240 0.571 0.412
N 0.282851 3.870582 2.820725 -0.764 -0.995 -2.222
C -0.074293 4.149326 4.212572 0.251 -0.059 0.201
C -2.177627 1.042881 2.176339 1.037 -1.573 -0.419
N -1.542699 0.283586 1.201989 -1.884 0.353 2.248
C -1.677108 -1.030332 1.620691 0.539 0.602 -0.376
C -2.281028 -1.051949 2.833550 -0.512 -0.295 1.041
N -2.587647 0.237110 3.221794 0.707 0.426 -2.359
C -3.242210 0.662725 4.463622 -0.123 -0.166 0.002
H -5.620474 5.219536 0.662481 0.073 -0.051 -0.034
H -4.230966 5.242430 1.779230 0.080 0.149 -0.129
H -5.314062 3.847727 1.772806 -0.028 0.309 -0.257
H -4.906932 4.471070 -1.787366 0.065 0.143 0.127
H -2.905594 2.892373 -2.796252 -0.238 0.162 -0.018
H 2.080477 3.594404 0.067008 -0.044 -0.049 0.254
H 2.328221 4.509498 2.658339 -0.080 -0.084 -0.081
H 0.275090 5.141997 4.488319 -0.095 0.019 -0.058
H 0.401055 3.421683 4.880720 -0.100 0.104 -0.224
H -1.163174 4.087080 4.330906 0.358 0.095 -0.112
H -1.288656 -1.844786 1.012893 -0.168 0.170 0.359
H -2.541122 -1.885634 3.473622 0.100 0.104 -0.148
H -4.140682 0.059369 4.631000 0.211 0.158 -0.094
H -3.517306 1.713998 4.365066 0.020 -0.188 0.066
H -2.561816 0.533958 5.308087 -0.045 0.020 -0.153
Br 0.683560 -4.540253 -6.209419 -0.274 0.034 -0.322
C 2.020959 -4.632278 -4.902164 0.056 0.537 0.221
C 2.801860 -3.489169 -4.664573 -0.030 -0.982 0.019
C 3.711862 -3.503510 -3.619678 -0.451 0.044 0.246
C 3.752897 -4.616378 -2.763970 -1.407 -0.134 -0.230
C 3.113374 -5.806479 -3.169005 -0.118 -0.036 0.606
C 2.171699 -5.808656 -4.183129 0.348 0.558 -0.451
N 4.265274 -4.662514 -1.457616 2.117 -0.086 -0.327
N 4.415740 -3.685332 -0.691417 -1.078 -1.811 0.184
C 3.612567 -2.556791 -0.706866 -0.082 1.344 0.005
C 4.315545 -1.417019 -0.271449 -0.826 -1.054 -0.373
C 3.709472 -0.171919 -0.258357 -0.981 -0.322 -0.442
C 2.377684 -0.056240 -0.671274 0.178 -0.358 0.198
O 1.844143 1.152850 -0.636534 -2.523 0.217 -0.483
C 1.573354 -1.232706 -1.034129 -0.168 -0.029 0.251
N 0.199268 -1.097022 -1.348736 0.921 -0.765 -0.114
C -0.508321 -2.210192 -1.692508 0.378 2.038 0.391
C -0.017171 -3.491245 -1.573299 1.199 -0.597 0.550
C 1.293397 -3.666373 -1.108965 -0.019 0.891 -0.675
C 2.171977 -2.531944 -0.975164 0.466 -0.081 0.174
H 2.649668 -2.621932 -5.285825 0.211 0.107 -0.090
H 4.325678 -2.634894 -3.448712 0.027 0.180 0.262
H 3.296023 -6.722141 -2.616625 -0.050 0.200 0.227
H 1.554120 -6.660877 -4.445126 0.305 -0.068 0.154
H 5.341336 -1.568819 0.053042 -0.145 0.053 -0.155
H 4.232927 0.727538 0.058049 -0.159 -0.189 -0.108
H -1.532203 -2.004835 -2.012607 0.214 -0.232 0.049
H -0.628246 -4.360829 -1.801700 0.030 0.262 0.102
H 1.611406 -4.684545 -0.907543 0.328 0.220 -0.076